Computed, not measured: a cluster of 2 separate species, C6H7N3O2 in total, with the ωB97M-V functional and the def2-TZVPD basis.

Values from the calculation:
Gap between HOMO and LUMO = 7.42 eV
HOMO energy = -7.68 eV

Last column: natural (NBO) charge in e.
CARTESIAN COORDINATES (ANGSTROEM)
C -0.997 -0.878 -0.524  -0.17
C -1.260 0.248 0.498  -0.13
C 0.845 -0.129 1.404  0.05
C 1.056 2.312 -0.338  1.04
C 0.125 -1.894 0.072  -0.26
C -0.291 0.659 1.335  -0.33
N 1.082 -1.262 0.869  -0.39
N -0.213 -0.148 -1.779  -0.22
N -0.669 0.111 -2.812  -0.21
O 0.174 2.878 0.117  -0.50
O 1.932 1.740 -0.811  -0.52
H -1.928 -1.418 -0.799  0.23
H -2.215 0.864 0.501  0.23
H 1.738 0.176 1.957  0.19
H -0.510 -2.541 0.547  0.21
H 0.539 -2.345 -0.777  0.21
H -0.257 1.549 2.051  0.25
H 0.849 0.078 -1.512  0.32

---

Computed, not measured: the molecule C6H7N3O2, with the ωB97M-V functional and the def2-TZVPD basis.

Values from the calculation:
Gap between HOMO and LUMO = 9.71 eV
HOMO energy = -9.46 eV
SMILES = C/C(=N\O)Oc1cncnc1

Last column: natural (NBO) charge in e.
CARTESIAN COORDINATES (ANGSTROEM)
C -0.789 -0.397 -1.602  0.04
C 1.565 -0.830 -2.100  0.02
C -0.100 -1.642 -3.369  0.23
C 0.594 -0.179 -1.355  0.21
C 0.576 1.130 0.842  0.51
C -0.020 0.005 1.583  -0.71
N -1.124 -1.098 -2.672  -0.43
N 1.188 -1.660 -3.077  -0.41
N 0.958 2.224 1.339  -0.17
O 0.966 0.898 -0.471  -0.50
O 0.429 2.285 2.718  -0.61
H -1.535 0.108 -0.940  0.21
H 2.569 -0.681 -2.052  0.21
H -0.323 -2.090 -4.356  0.19
H -1.087 0.098 1.590  0.24
H 0.282 -1.041 1.191  0.23
H 0.304 0.105 2.563  0.26
H 0.742 3.093 3.071  0.48

---

Computed, not measured: the ion C6H7N3O3P with charge -1, with the ωB97M-V functional and the def2-TZVPD basis.

Values from the calculation:
Gap between HOMO and LUMO (spin up / spin down) = 7.41 / 7.41 eV
Net charge = -1
HOMO energy (spin up / spin down) = -4.87 / -4.87 eV

Last column: natural (NBO) charge in e.
CARTESIAN COORDINATES (ANGSTROEM)
C -2.335 -0.136 -0.318  0.11
C -1.115 -0.247 0.769  0.60
C -3.449 1.045 -0.199  0.77
C 1.806 1.057 -0.244  -0.42
C 2.393 0.937 1.104  -0.42
C 2.407 -0.213 0.155  -0.55
N -2.304 -0.897 -1.281  -0.18
N -1.264 -1.586 -1.589  -0.24
N -0.302 -1.079 0.157  -0.79
O -2.947 2.148 -0.394  -0.72
O -1.205 0.320 1.836  -0.62
O -4.590 0.634 -0.016  -0.72
P 1.299 -1.655 0.415  0.79
H 0.720 1.137 -0.301  0.24
H 2.253 1.733 -0.895  0.21
H 3.429 1.380 1.494  0.20
H 1.653 0.967 1.881  0.23
H 3.500 -0.544 -0.095  0.23
H -1.456 -2.624 -1.722  0.34
H 1.508 -2.377 -0.758  -0.07

---

Computed, not measured: the ion C6H7N4 with charge +1, with the ωB97M-V functional and the def2-TZVPD basis.

Values from the calculation:
Gap between HOMO and LUMO = 9.15 eV
Net charge = +1
HOMO energy = -13.65 eV
SMILES = C#[N+]/N=C(\C(=C)C)N1C=N1

Last column: natural (NBO) charge in e.
CARTESIAN COORDINATES (ANGSTROEM)
C 2.044 2.498 1.169  0.23
C 0.041 -2.299 -1.746  0.29
C 0.767 -0.254 -0.561  0.47
C -0.998 -1.145 1.041  -0.36
C -0.534 -0.174 0.251  -0.05
C -1.257 1.125 0.136  -0.62
N 0.810 -1.253 -1.383  -0.27
N 1.049 -2.265 -2.519  -0.02
N 1.707 1.568 0.531  0.01
N 1.621 0.719 -0.346  -0.32
H 2.150 3.215 1.847  0.26
H -0.823 -2.716 -1.318  0.26
H -2.004 -1.053 1.456  0.23
H -0.526 -2.083 1.156  0.20
H -1.434 1.308 -0.943  0.23
H -2.149 1.003 0.618  0.24
H -0.465 1.805 0.611  0.22

---

Molecular weight readings, ordered: 153.141 153.141 200.114 135.150 g/mol
Energy readings, ordered: -547.44089 -547.47858 -964.07725 -451.30248 Ha
ΔE to the lowest compared entry with this formula, charge and spin readings, ordered: 90.1 66.4 45.5 170.6 kcal/mol